Formula: C3H2Cl2N2O
Source: OMol25
Level of theory: ωB97M-V/def2-TZVPD

Results
- ΔE to the lowest compared entry with this formula, charge and spin: 445.4 kJ/mol
- SMILES: Cl/C=N\Cl.N=C=C=O
- Frontier orbital gap: 7.297 eV
- Charge: 0
- 2S+1: 1

```
10
Properties=species:S:1:pos:R:3:mulliken_charge:R:1
C -3.148 -0.793 -1.830 0.00
C -3.092 -0.861 -0.456 0.52
C 0.023 2.422 1.254 0.08
N -2.580 -1.012 -2.901 -0.46
N -0.240 1.230 1.023 -0.19
O -3.352 -0.731 0.656 -0.31
Cl 0.063 3.647 0.060 -0.13
Cl -0.406 0.757 -0.592 -0.10
H 0.409 2.569 2.309 0.33
H -1.822 -1.755 -3.150 0.26
```